Below is 12 unconnected molecules or ions with the total composition C24H72O12S12, with properties calculated with ωB97M-V/def2-TZVPD.

The gap between HOMO and LUMO is 7.6 eV. The total charge is 0. Its spin multiplicity is 1.

The geometry in XYZ format:
```
120
Properties=species:S:1:pos:R:3:forces:R:3:mulliken_charge:R:1
C -2.915 -4.255 -0.291 -0.037 -1.208 1.483 -0.279
S -3.163 -2.916 0.907 1.449 -0.453 1.290 0.139
O -1.802 -2.524 1.458 -1.588 -0.708 -0.644 -0.264
C -3.657 -1.732 -0.262 -1.234 0.906 -0.834 -0.550
H -2.115 -3.964 -0.941 0.094 0.300 -0.705 -0.598
H -3.875 -4.579 -0.718 0.351 0.497 -0.232 0.509
H -2.552 -5.144 0.276 -0.215 0.694 -0.112 0.395
H -3.799 -0.760 0.185 0.383 0.324 0.531 0.373
H -4.686 -1.995 -0.513 -0.016 -0.242 -0.410 0.609
H -3.058 -1.623 -1.159 0.332 -0.301 -0.071 -0.367
C 3.128 -0.448 4.995 -0.371 -0.182 -0.952 -0.516
S 4.415 -0.986 6.076 1.452 0.838 -0.274 0.376
O 5.760 -0.393 5.611 -2.023 -0.742 0.389 -0.607
C 3.834 0.101 7.374 1.606 -0.824 0.521 -1.004
H 2.137 -0.784 5.302 0.171 0.028 0.359 -0.142
H 3.308 -0.829 4.022 0.196 -0.984 -0.881 0.326
H 3.140 0.607 4.806 0.006 0.881 0.516 0.442
H 4.763 0.178 7.944 -0.368 0.001 0.641 0.421
H 3.027 -0.389 7.903 -0.165 0.256 0.176 0.364
H 3.645 1.073 6.983 -0.555 0.620 -0.329 0.294
C -0.975 -1.434 4.756 0.878 0.516 -0.065 -0.220
S -0.686 -1.489 6.515 -0.617 3.339 0.160 0.499
O -0.601 0.023 6.886 0.355 -2.529 -0.285 -0.648
C -2.366 -1.922 6.889 -0.388 -1.732 0.552 -0.964
H -1.381 -2.388 4.436 -0.028 0.026 -0.363 0.410
H 0.028 -1.248 4.321 -0.793 -0.152 -0.149 -0.382
H -1.643 -0.558 4.613 0.446 -0.649 -0.166 0.346
H -3.148 -1.412 6.329 0.378 0.172 -0.364 0.284
H -2.493 -1.658 7.927 -0.088 -0.105 0.456 0.370
H -2.457 -3.040 6.772 -0.075 1.061 0.135 0.321
C 3.541 4.449 -1.596 0.199 0.883 -1.271 -0.983
S 3.969 2.702 -1.733 0.509 -0.432 0.062 0.426
O 5.246 2.506 -0.960 -0.509 0.297 -0.533 -0.629
C 2.736 2.049 -0.649 -2.120 0.743 1.237 0.906
H 2.552 4.742 -1.987 -0.244 -0.737 0.841 0.308
H 4.102 4.959 -2.413 0.525 -0.357 0.938 0.429
H 3.795 4.824 -0.595 -0.198 -0.054 -0.362 0.270
H 2.713 2.652 0.298 0.326 -0.631 -0.689 0.043
H 2.843 0.999 -0.425 0.865 -0.266 -0.048 -0.234
H 1.696 2.035 -1.040 0.757 0.558 -0.348 -0.562
C -2.262 -4.730 -3.554 -0.349 -1.596 1.205 -1.068
S -1.325 -3.204 -3.796 0.192 0.594 0.418 0.721
O -0.872 -2.637 -2.456 -0.936 -1.278 -1.029 -0.344
C 0.133 -3.949 -4.515 0.223 -0.030 0.703 -1.065
H -2.733 -5.320 -4.371 0.944 0.952 -0.306 0.419
H -3.143 -4.529 -2.932 0.392 0.408 0.065 0.252
H -1.614 -5.442 -2.979 -0.499 0.599 -0.385 0.291
H 0.839 -3.121 -4.581 0.198 -0.268 0.218 0.159
H -0.136 -4.201 -5.524 -0.034 -0.568 -0.487 0.489
H 0.521 -4.802 -3.901 -0.328 0.775 -0.628 0.304
C 0.639 -0.252 -5.092 5.046 -0.299 -0.655 -1.602
S 0.501 -0.046 -3.386 1.274 -0.019 2.276 1.283
O 1.886 -0.037 -2.759 -0.885 -0.484 -0.638 -0.709
C 0.095 1.651 -3.455 -1.766 1.060 0.296 -1.170
H -0.221 -0.023 -5.518 -4.279 0.384 -1.939 0.533
H 1.082 -1.201 -5.409 -0.504 -0.087 0.340 0.323
H 1.315 0.488 -5.558 0.135 -0.031 0.602 0.451
H -0.408 2.000 -2.522 1.123 -0.241 -0.465 -0.475
H -0.690 1.854 -4.168 -0.426 -0.174 -0.483 0.613
H 0.938 2.214 -3.803 0.684 0.353 0.371 0.703
C -2.834 0.023 -4.097 0.560 0.312 -0.249 0.203
S -4.328 -0.860 -4.474 -0.623 0.642 3.193 0.628
O -5.263 -0.319 -3.399 0.071 -0.791 -0.654 -0.705
C -4.821 -0.083 -5.952 0.451 -1.890 -0.293 -1.189
H -2.914 1.128 -4.160 -0.228 -0.481 -0.593 0.529
H -2.141 -0.437 -4.824 0.319 0.549 0.627 0.300
H -2.567 -0.128 -3.032 0.005 -0.693 -0.747 -0.996
H -3.948 0.048 -6.520 1.231 1.143 -0.845 0.388
H -5.443 0.718 -5.705 -0.724 1.460 0.011 0.341
H -5.282 -0.886 -6.482 -1.163 -0.237 -0.452 0.425
C 1.431 0.197 2.123 1.392 -2.542 -2.203 0.213
S -0.225 -0.104 1.604 -1.067 0.838 3.195 0.630
O -0.808 1.112 2.324 -1.056 -0.345 -0.969 -0.694
C -0.235 0.172 -0.128 0.683 1.107 -0.075 1.678
H 1.976 -0.718 1.745 0.086 0.996 0.174 0.347
H 1.532 0.130 3.187 -0.622 0.388 0.434 0.227
H 1.791 1.111 1.697 0.348 0.549 0.114 -0.776
H -1.036 -0.314 -0.643 -0.785 -0.352 0.087 -0.190
H 0.662 -0.299 -0.461 0.831 -0.101 -0.673 -0.618
H -0.231 1.255 -0.310 0.156 -0.269 -0.033 -0.897
C 0.223 4.438 0.354 0.295 -1.556 0.746 -0.467
S -1.196 5.289 0.982 -1.264 0.454 -2.541 0.276
O -1.974 5.577 -0.309 0.569 0.452 1.017 -0.608
C -2.117 3.909 1.588 -0.458 -0.341 -0.992 -0.302
H 0.713 3.946 1.185 0.175 -0.260 0.478 0.327
H 0.961 5.096 -0.040 0.198 0.782 -0.566 0.484
H -0.048 3.629 -0.351 -0.184 0.695 0.119 -0.142
H -1.876 3.031 0.994 -0.139 0.033 -0.306 -0.408
H -3.195 4.170 1.477 0.938 -0.091 0.494 0.413
H -1.753 3.641 2.532 -0.060 -0.268 1.800 0.481
C 5.137 0.585 1.895 1.832 0.152 -1.397 -0.054
S 5.066 2.362 2.257 -1.050 0.688 -1.140 0.403
O 3.569 2.648 2.560 2.230 -0.624 0.147 -0.599
C 6.001 2.269 3.789 -2.566 -2.228 0.972 -0.612
H 4.519 0.143 2.583 -1.670 -1.032 1.776 -0.420
H 6.138 0.105 2.054 -0.652 0.833 -0.348 0.465
H 4.753 0.341 0.890 0.350 0.555 0.348 0.249
H 6.019 3.197 4.335 0.278 0.341 -0.129 0.395
H 6.901 1.677 3.725 0.546 0.464 -0.377 0.324
H 5.322 1.534 4.325 0.852 1.019 0.150 -0.050
C 0.835 -4.993 -0.137 -0.855 -1.076 -0.168 -1.169
S 0.817 -3.235 0.217 1.019 -0.344 1.948 1.020
O 1.511 -3.244 1.574 -0.499 0.584 -1.104 -0.746
C 2.002 -2.839 -1.051 1.721 -1.305 -1.226 -0.477
H 1.872 -5.338 0.035 -0.419 0.229 -0.596 0.468
H 0.390 -5.172 -1.159 0.738 -0.067 0.980 0.125
H 0.243 -5.549 0.641 0.206 0.875 -0.752 0.338
H 1.449 -2.994 -1.961 -0.600 0.405 -0.472 -0.170
H 2.794 -3.657 -1.196 -0.634 1.318 0.919 0.432
H 2.426 -1.819 -1.106 -0.374 -0.554 0.472 0.036
C -3.135 2.295 -1.487 -1.564 1.029 1.511 0.654
S -3.435 3.745 -2.532 0.780 -1.102 -1.762 0.593
O -2.727 3.391 -3.845 -0.344 0.210 1.000 -0.677
C -5.175 3.449 -2.844 -0.289 -0.252 -0.660 -1.061
H -3.591 2.520 -0.471 0.660 -0.293 -1.120 0.382
H -2.072 2.212 -1.397 0.477 -0.173 0.140 -0.999
H -3.632 1.422 -1.890 0.079 -0.165 -0.241 0.189
H -5.625 4.010 -2.062 -0.914 0.468 0.648 0.429
H -5.559 2.417 -2.846 0.616 0.155 0.069 0.254
H -5.422 3.907 -3.815 0.261 0.008 0.435 0.361
```
Positions in Å, forces in eV/Å.

---

Below is 2 unconnected molecules or ions with the total composition C4H12O3, with properties calculated with ωB97M-V/def2-TZVPD.

The gap between HOMO and LUMO is 10.4 eV. The SMILES is OCCCCO.O. The total charge is 0. Its spin multiplicity is 1.

The geometry in XYZ format:
```
19
Properties=species:S:1:pos:R:3:forces:R:3:nbo_charge:R:1
O -0.188 -1.334 2.362 0.515 1.370 -0.282 -0.714
C 0.266 -0.164 1.695 1.163 2.936 0.324 -0.060
C 1.053 -0.460 0.410 0.464 -2.329 -0.607 -0.450
C 1.392 0.762 -0.492 1.098 -0.643 -0.563 -0.443
C 0.562 0.996 -1.725 -0.280 -0.856 -2.413 -0.057
O -0.776 1.427 -1.465 -0.416 0.956 -0.495 -0.764
H -0.827 -1.657 1.739 -0.801 -0.722 -0.403 0.479
H 1.094 0.380 2.393 -2.350 -1.118 -1.231 0.170
H -0.570 0.651 1.398 1.454 -1.899 1.103 0.159
H 0.583 -1.389 -0.161 0.589 2.269 0.802 0.227
H 2.025 -0.917 0.746 -0.702 0.518 -0.249 0.206
H 1.523 1.699 0.066 -0.186 -0.261 0.128 0.214
H 2.391 0.549 -0.965 -0.602 0.190 0.642 0.219
H 1.004 1.749 -2.452 -0.002 -0.780 1.121 0.170
H 0.507 0.012 -2.354 0.108 1.432 1.146 0.164
H -0.982 2.152 -2.105 0.096 -1.077 0.976 0.485
O -1.801 -1.136 -0.414 0.298 -0.379 0.462 -0.978
H -1.653 -0.232 -0.708 -0.152 0.279 -0.264 0.499
H -2.618 -1.451 -0.792 -0.296 0.114 -0.198 0.476
```
Positions in Å, forces in eV/Å.

---

Below is a molecular structure, C15H8F8N3O3RuS3Se, with properties calculated with ωB97M-V/def2-TZVPD.

The expectation value of S² is 0.7690. The gap between HOMO and LUMO (spin up / spin down) is 5.6 / 6.0 eV. The total charge is 0. Its spin multiplicity is 2.

The geometry in XYZ format:
```
42
Properties=species:S:1:pos:R:3:forces:R:3:mulliken_spin:R:1
Ru 0.170 -0.356 0.423 -0.358 -0.145 0.387 0.940
C -4.734 -2.603 -0.050 0.463 0.086 0.177 0.000
S -4.010 -2.385 1.600 -0.107 0.276 0.023 -0.003
C -2.610 -1.410 1.270 1.188 0.100 -0.786 -0.003
S -1.769 -1.461 -0.297 0.143 0.868 0.115 -0.014
N -2.122 -0.713 2.244 -2.664 -0.873 1.815 0.026
N -1.023 -0.062 2.051 3.533 2.253 1.076 -0.001
C -0.417 0.638 3.026 -3.081 -2.337 -1.175 -0.009
C 0.788 1.264 2.699 2.371 1.463 -0.631 0.014
C 1.649 1.873 3.643 -1.179 -0.721 -0.505 0.000
C 2.813 2.453 3.215 0.410 0.246 -0.813 -0.003
C 3.116 2.466 1.847 -0.417 -0.029 0.751 0.001
C 2.250 1.841 0.970 0.454 0.610 -0.540 0.004
N 1.132 1.254 1.368 -1.032 -0.946 0.932 -0.015
H -5.597 -3.247 0.086 -0.047 -0.065 0.037 0.000
H -4.009 -3.070 -0.707 -0.074 -0.110 -0.118 0.000
H -5.040 -1.642 -0.448 -0.065 0.046 -0.046 0.000
H -0.851 0.655 4.017 -0.017 0.035 0.030 0.001
H 1.382 1.829 4.687 -0.025 0.067 0.095 0.000
H 3.486 2.909 3.921 0.108 0.043 0.117 0.000
H 4.004 2.947 1.474 0.111 -0.040 -0.056 0.000
H 2.465 1.824 -0.092 -0.112 -0.188 0.114 -0.002
F 1.075 -3.057 -0.022 0.175 -0.734 -0.069 0.000
C 2.206 -3.360 0.669 -0.487 0.461 -0.394 -0.001
F 3.151 -3.637 -0.220 0.231 0.095 0.172 0.000
F 1.965 -4.449 1.384 0.127 0.204 0.322 0.000
S 2.502 -1.768 1.606 0.998 -1.478 -0.566 -0.022
O 3.609 -1.889 2.486 0.340 -0.199 0.432 0.009
O 2.688 -0.870 0.474 -0.220 0.340 0.215 0.030
O 1.195 -1.612 2.234 -0.876 0.610 -0.076 0.018
F -2.433 2.627 -5.607 0.073 -0.069 0.114 0.000
C -1.653 1.992 -4.733 0.269 -0.182 0.257 -0.002
C -1.657 0.600 -4.674 0.114 0.109 0.102 -0.001
F -2.456 -0.089 -5.489 -0.012 0.006 -0.013 0.000
C -0.828 -0.057 -3.773 0.250 0.410 0.246 -0.016
F -0.829 -1.390 -3.714 -0.227 0.041 -0.215 -0.001
C 0.010 0.649 -2.914 -0.390 -0.208 -0.063 0.013
Se 1.234 -0.217 -1.696 0.245 0.360 -1.295 0.020
C -0.008 2.040 -2.987 0.025 -0.562 0.097 0.010
F 0.788 2.717 -2.149 -0.197 0.408 -0.215 0.002
C -0.822 2.720 -3.882 -0.008 -0.247 -0.036 0.002
F -0.811 4.052 -3.937 -0.031 -0.005 -0.009 0.000
```
Positions in Å, forces in eV/Å.

---

Below is a gas-phase ion, C8H12ClN2OS (charge +1), with properties calculated with ωB97M-V/def2-TZVPD.

The gap between HOMO and LUMO (spin up / spin down) is 7.8 / 7.9 eV. The total charge is +1. Its spin multiplicity is 1.

The geometry in XYZ format:
```
25
Properties=species:S:1:pos:R:3:forces:R:3:nbo_charge:R:1
C -0.853 1.972 -0.535 -3.011 -3.634 1.943 0.716
C 0.778 0.275 0.040 -0.042 -0.533 -0.493 0.408
C -2.362 -0.896 -1.611 -3.609 0.100 2.663 -0.404
C -2.694 -1.967 -0.579 1.234 -0.401 0.697 -0.436
C -2.317 0.459 0.714 4.954 -0.706 -2.083 -0.243
C -1.992 -0.700 -0.154 2.117 -0.534 -0.528 -0.151
C 2.404 -1.160 0.887 1.117 -1.119 -0.348 -0.454
C 2.931 1.258 0.470 0.360 3.253 -3.740 -0.459
N 0.432 1.450 -0.489 -1.668 2.178 -0.471 -0.670
N 2.014 0.196 0.449 -1.463 -2.360 0.751 -0.347
O -1.306 2.942 -0.968 0.433 1.443 -0.760 -0.450
S -0.137 -1.225 -0.025 -1.234 1.138 0.351 0.334
Cl -1.526 0.478 2.231 -0.725 0.172 0.574 0.056
H -1.607 -1.151 -2.239 1.852 -0.134 -2.079 0.235
H -3.265 -0.325 -1.922 0.998 -0.470 -0.175 0.249
H -3.651 -2.202 -0.245 -2.072 0.790 0.306 0.251
H -2.234 -2.947 -0.366 0.859 0.649 -0.928 0.245
H -3.194 0.914 0.501 -2.707 1.658 0.078 0.228
H 3.389 -0.998 1.279 1.109 -0.507 -0.669 0.235
H 1.979 -1.527 1.840 -0.974 0.408 -0.791 0.255
H 2.311 -1.974 0.024 0.499 1.904 1.931 0.250
H 2.857 2.102 1.102 -1.143 0.426 1.488 0.242
H 3.854 0.894 0.624 3.192 -1.575 0.876 0.242
H 3.170 1.855 -0.543 -1.186 -1.729 1.357 0.226
H 1.020 2.275 -0.485 1.111 -0.414 0.054 0.440
```
Positions in Å, forces in eV/Å.

---

In the order shown, the computed largest force on an atom values come out to 0.099 0.062 0.084 0.105 hartree/bohr.
In the order shown, the computed energy above the lowest of the compared OMol25 structures with the same formula, charge and spin values come out to 314.3 122.0 179.8 247.7 kJ/mol.